# 1
Entry from the Open Molecules 2025 dataset: one molecule with the formula C4H8O2 (ωB97M-V/def2-TZVPD).

Values from the calculation:
charge: 0
multiplicity: 1
HOMO-LUMO gap: 10.68 eV
E_tot: -8371.585 eV
energy above the lowest of the compared OMol25 structures with the same formula, charge and spin: 39.12 kcal/mol

Cartesian coordinates (Å):
C1 -1.57158 0.54358 0.72564
O1 -0.43499 1.15632 0.16208
C2 0.79198 0.59017 0.56926
C3 1.39361 -0.28292 -0.54294
C4 0.51546 -1.46888 -0.85515
O2 0.76037 -2.60324 -0.51642
H1 -2.43890 0.91732 0.17777
H2 -1.68941 0.79892 1.78871
H3 -1.54556 -0.55352 0.63578
H4 0.66857 0.00028 1.48935
H5 1.48236 1.41134 0.79189
H6 2.37961 -0.65166 -0.24058
H7 1.49194 0.33573 -1.44388
H8 -0.41385 -1.23744 -1.41660

Atomic forces in eV per Å
C -0.2763 -0.1114 0.0819
O 0.0018 0.0302 -0.0321
C 0.2104 -0.0715 0.0661
C 0.0697 -0.0535 0.0165
C 0.0519 -0.2285 0.0873
O -0.0815 0.4501 -0.1328
H 0.0743 -0.0509 0.0838
H 0.0779 -0.0290 -0.1355
H 0.0124 0.1850 -0.0079
H 0.0048 0.0856 -0.1358
H -0.0769 -0.1173 -0.0435
H -0.1310 0.0710 -0.0145
H -0.0116 -0.0861 0.1297
H 0.0740 -0.0737 0.0367

# 2
Entry from the Open Molecules 2025 dataset: one molecule with the formula C4H8O2 (ωB97M-V/def2-TZVPD).

Values from the calculation:
charge: 0
multiplicity: 1
HOMO-LUMO gap: 11.39 eV
E_tot: -8373.005 eV
energy above the lowest of the compared OMol25 structures with the same formula, charge and spin: 6.38 kcal/mol

Cartesian coordinates (Å):
C1 1.01441 -1.76747 0.74525
C2 -0.30292 -1.30566 0.14978
O1 -0.47634 0.10499 0.36861
C3 -0.39293 0.90458 -0.71261
O2 -0.20741 0.51031 -1.83940
C4 -0.53454 2.35672 -0.33509
H1 1.84063 -1.16200 0.35975
H2 1.00792 -1.69309 1.83696
H3 1.20079 -2.81134 0.47079
H4 -0.34623 -1.49974 -0.92327
H5 -1.15224 -1.78977 0.64005
H6 -1.08802 2.47914 0.59710
H7 -1.02836 2.88835 -1.15047
H8 0.46524 2.78497 -0.20745

Atomic forces in eV per Å
C 0.0359 0.0041 0.0111
C 0.0003 -0.2382 -0.0392
O -0.0176 0.0979 -0.0702
C 0.0847 0.0416 -0.2849
O -0.0567 0.1261 0.4199
C -0.0476 0.0475 -0.0139
H -0.1096 -0.0959 0.0186
H 0.0047 0.0267 -0.1583
H -0.0457 0.1433 0.0607
H 0.0024 0.0016 0.1494
H 0.1114 0.0550 -0.0738
H 0.0821 -0.0405 -0.1215
H 0.0796 -0.0790 0.1135
H -0.1238 -0.0904 -0.0115

# 3
Entry from the Open Molecules 2025 dataset: one molecule with the formula C4H8O2 (ωB97M-V/def2-TZVPD).

Values from the calculation:
charge: 0
multiplicity: 1
HOMO-LUMO gap: 10.97 eV
E_tot: -8370.828 eV
energy above the lowest of the compared OMol25 structures with the same formula, charge and spin: 56.59 kcal/mol

Cartesian coordinates (Å):
C1 -0.22832 -1.37893 1.08958
C2 0.64529 -0.26343 0.48959
O1 1.62658 -0.79088 -0.36875
C3 -0.03153 0.76970 -0.43355
C4 -1.09468 0.38578 -1.34852
O2 0.20743 0.46375 -1.87549
H1 -0.72887 -1.95375 0.30471
H2 -0.98599 -1.02086 1.80047
H3 0.42501 -2.07604 1.62804
H4 1.11076 0.26222 1.34469
H5 0.20092 1.81175 -0.24369
H6 -1.75219 1.14092 -1.75295
H7 -1.50058 -0.61941 -1.25816
H8 1.24908 -0.56834 -1.26888

Atomic forces in eV per Å
C -0.0033 0.0280 -0.1633
C -0.0915 0.0869 -0.1546
O 0.3332 -0.5781 -0.0959
C 0.0998 0.1070 -0.3331
C -0.7313 0.1054 0.0683
O 0.0254 0.4663 0.6396
H 0.0403 0.0626 0.0702
H 0.1899 0.1194 -0.2248
H -0.0694 0.1949 -0.1351
H 0.0006 -0.0369 -0.5034
H -0.3473 -0.0330 0.0719
H -0.3236 0.0021 0.0265
H -0.0502 0.1280 -0.0786
H 0.9275 -0.6527 0.8125

# 4
Entry from the Open Molecules 2025 dataset: a 2-piece molecular cluster, C4H8O2 overall (ωB97M-V/def2-TZVPD).

Values from the calculation:
charge: 0
multiplicity: 1
HOMO-LUMO gap: 11.08 eV
E_tot: -8370.367 eV
energy above the lowest of the compared OMol25 structures with the same formula, charge and spin: 67.22 kcal/mol

Cartesian coordinates (Å):
O1 2.25682 0.84042 0.04678
C1 1.83458 -0.24027 -0.28944
C2 1.00036 -1.11926 0.58415
C3 -0.78022 0.97985 -0.52898
C4 -1.97870 0.43584 0.11081
O2 -1.88131 1.80864 -0.21575
H1 0.11427 1.20534 0.04059
H2 2.10625 -0.68086 -1.26885
H3 1.81346 -1.73951 0.98633
H4 0.28167 -1.74619 0.04532
H5 0.51637 -0.58024 1.40193
H6 -0.60740 0.76995 -1.58887
H7 -1.98157 0.18340 1.17254
H8 -2.69459 -0.11710 -0.49657

Atomic forces in eV per Å
O 0.0438 -0.4583 -0.2396
C 0.0784 0.4489 -0.0120
C 0.3702 -0.1732 0.2021
C 0.1494 0.1028 -0.0985
C -0.1182 -0.2748 0.0966
O -0.3560 0.2999 -0.1282
H -0.4105 0.0281 -0.0071
H 0.0924 0.0709 -0.0160
H -0.4195 -0.4141 0.2617
H 0.2931 0.1234 0.0341
H 0.2261 -0.0734 -0.1626
H -0.1183 0.1529 0.1544
H 0.0455 0.1616 -0.1746
H 0.1236 0.0052 0.0897

# 5
Entry from the Open Molecules 2025 dataset: C4H8O2 as an isolated structure (ωB97M-V/def2-TZVPD).

Values from the calculation:
charge: 0
multiplicity: 1
HOMO-LUMO gap: 9.56 eV
E_tot: -8367.306 eV
energy above the lowest of the compared OMol25 structures with the same formula, charge and spin: 137.80 kcal/mol

Cartesian coordinates (Å):
C1 -2.27118 0.29519 -0.21453
O1 -0.89219 0.26853 -0.48001
C2 -0.15452 0.78104 0.60709
C3 1.74918 -1.20428 -0.30573
C4 2.63220 -0.27035 -0.77648
O2 2.42143 -1.29013 0.75527
H1 -2.53343 -0.34872 0.63999
H2 -2.60566 1.31841 0.01689
H3 -2.79212 -0.05519 -1.10883
H4 -0.17551 0.08705 1.46473
H5 -0.54434 1.75093 0.93605
H6 0.76973 -1.64009 -0.51586
H7 0.86665 0.93540 0.25935
H8 3.52977 -0.62778 -1.27794

Atomic forces in eV per Å
C -0.3171 -0.0085 0.0035
O 0.0034 0.0405 -0.0207
C 0.1349 0.2368 0.2425
C 0.2399 0.0643 0.0019
C -0.0036 -0.2380 -0.1182
O -0.1076 -0.1024 -0.0819
H 0.0437 0.0557 -0.1361
H 0.0326 -0.1487 -0.0600
H 0.0637 0.0154 0.1474
H 0.0461 0.1603 -0.1552
H -0.1219 -0.0297 -0.0163
H 0.2032 0.0125 -0.0381
H -0.1879 -0.0027 0.2205
H -0.0295 -0.0554 0.0107

# 6
Entry from the Open Molecules 2025 dataset: one molecule with the formula C4H8O2 (ωB97M-V/def2-TZVPD).

Values from the calculation:
charge: 0
multiplicity: 1
HOMO-LUMO gap: 10.21 eV
E_tot: -8372.255 eV
energy above the lowest of the compared OMol25 structures with the same formula, charge and spin: 23.68 kcal/mol

Cartesian coordinates (Å):
C1 -1.68954 -0.87832 0.74506
C2 -0.51694 0.08428 0.62352
C3 1.44744 0.60161 -0.99385
O1 2.08931 1.09258 0.15985
C4 0.00180 0.16558 -0.78953
O2 -0.68510 -0.10241 -1.75354
H1 -2.61915 -0.43458 0.38557
H2 -1.82987 -1.20073 1.77672
H3 -1.50444 -1.76555 0.13241
H4 0.28936 -0.17937 1.31338
H5 1.97684 -0.25311 -1.43902
H6 1.44618 1.40112 -1.73868
H7 2.36822 0.34506 0.70096
H8 -0.77410 1.12386 0.87716

Atomic forces in eV per Å
C -0.1450 -0.0494 -0.0913
C -0.0073 0.0698 -0.0029
C -0.0964 -0.0199 -0.3141
O 0.1484 -0.1145 0.1575
C -0.1632 -0.1198 -0.3333
O 0.3493 0.0828 0.3975
H 0.0907 -0.0362 0.0249
H -0.0394 0.0904 -0.0063
H -0.0396 0.0803 0.1124
H -0.0366 -0.0069 -0.1191
H -0.0392 0.1178 0.0373
H 0.0179 -0.0652 0.0624
H 0.0199 0.1712 -0.0584
H -0.0594 -0.2002 0.1332

# 7
Entry from the Open Molecules 2025 dataset: one molecule with the formula C4H8O2 (ωB97M-V/def2-TZVPD).

Values from the calculation:
charge: 0
multiplicity: 1
HOMO-LUMO gap (alpha / beta): 9.10 / 6.52 eV
E_tot: -8368.211 eV
energy above the lowest of the compared OMol25 structures with the same formula, charge and spin: 116.94 kcal/mol

Cartesian coordinates (Å):
C1 1.97394 -0.41580 -0.48198
O1 1.07089 0.08286 0.47694
C2 -0.22539 0.34333 -0.09040
C3 -1.13009 -0.74210 -0.42833
C4 -0.97513 1.16468 0.89548
O2 -1.88094 0.70183 1.70238
H1 2.89088 -0.68834 0.04600
H2 1.57442 -1.30147 -0.99374
H3 2.21322 0.34788 -1.24048
H4 -0.10442 1.01339 -0.96230
H5 -1.45816 -0.86662 -1.45434
H6 -1.07141 -1.65233 0.17206
H7 -2.01590 -0.23327 1.38294
H8 -0.86192 2.24596 0.97576

Atomic forces in eV per Å
C 0.2604 -0.1122 -0.1844
O -0.2003 -0.2921 -0.0994
C -0.2443 1.2194 0.3842
C 0.4987 -0.9488 -0.5321
C 0.8395 1.1971 -0.7741
O -0.8687 -1.4515 0.4534
H -0.1322 0.0207 -0.1047
H 0.0891 0.0846 0.0680
H -0.0559 -0.1167 0.1154
H 0.0906 -0.1926 0.0721
H -0.0773 0.0604 0.1854
H -0.1705 0.1263 -0.0309
H -0.1520 0.6166 0.5503
H 0.1229 -0.2112 -0.1032

# 8
Entry from the Open Molecules 2025 dataset: one molecule with the formula C4H8O2 (ωB97M-V/def2-TZVPD).

Values from the calculation:
charge: 0
multiplicity: 1
HOMO-LUMO gap: 10.76 eV
E_tot: -8372.084 eV
energy above the lowest of the compared OMol25 structures with the same formula, charge and spin: 27.62 kcal/mol

Cartesian coordinates (Å):
O1 -1.79659 0.98440 -0.50875
C1 -0.98098 0.08016 0.21056
C2 -0.16518 -0.85690 -0.71389
C3 1.29233 -0.56591 -0.32928
O2 1.27443 0.74914 0.20037
C4 0.11886 0.78078 1.02191
H1 -1.21948 1.47088 -1.11276
H2 -1.66485 -0.46827 0.86401
H3 -0.36339 -0.57266 -1.75319
H4 -0.43314 -1.91053 -0.59742
H5 1.99041 -0.58776 -1.16986
H6 1.63899 -1.27834 0.43849
H7 0.31196 0.23765 1.96303
H8 -0.12541 1.82069 1.25110

Atomic forces in eV per Å
O 0.1024 0.1575 -0.1812
C 0.0987 -0.1990 0.2161
C -0.0044 -0.0240 -0.0267
C 0.0182 -0.2232 -0.1261
O 0.0207 0.0406 0.0123
C -0.0981 0.0396 0.1591
H -0.1391 -0.0051 0.0662
H 0.0870 0.0745 -0.1089
H 0.0297 -0.0647 0.1487
H 0.0422 0.1534 -0.0063
H -0.1103 0.0028 0.1276
H -0.0224 0.1401 -0.0997
H -0.0307 0.0568 -0.1439
H 0.0062 -0.1491 -0.0372

What is the charge in the third record?
0